## P
Computed, not measured: an isolated molecule of C3H4OS, with ωB97M-V/def2-TZVPD.

CARTESIAN COORDINATES (ANGSTROEM)
1 C -0.944 1.236 0.205
2 C -0.541 -0.429 -0.288
3 C 0.939 -0.582 0.010
4 O -0.382 2.090 -0.383
5 S -1.245 -1.936 -1.009
6 H -1.669 1.333 0.985
7 H 1.254 0.407 -0.123
8 H 1.533 -1.381 -0.511
9 H 1.056 -0.739 1.113

- 2S+1: 1
- Lowest unoccupied orbital energy: -0.917 eV
- Kohn-Sham gap: 0.2857 Eh
- SMILES: CC(=S)C=O

=====

## Q
Computed, not measured: a cluster of 2 separate species, C3H4OS in total, with ωB97M-V/def2-TZVPD.

CARTESIAN COORDINATES (ANGSTROEM)
1 C -2.159 -0.143 -0.290
2 C -2.283 0.980 -0.725
3 C 2.043 -0.269 1.052
4 O 0.640 -0.430 -1.171
5 S 1.920 -0.817 -0.517
6 H -1.782 -0.933 0.213
7 H -2.584 1.676 -1.536
8 H 2.971 -0.399 1.454
9 H 1.235 0.337 1.520

- 2S+1: 1
- Lowest unoccupied orbital energy: -0.452 eV
- Kohn-Sham gap: 0.3447 Eh

=====

The calculated energies rank the structures as follows, beginning with the most stable: P, Q.